The following is a DFT calculation (ωB97M-V/def2-TZVPD) of a molecular structure, C26H30BBr4F4N4O2PdSe2.

```
74
Properties=species:S:1:pos:R:3:forces:R:3
Pd 0.123160 0.013275 -0.044368 0.0 0.1 0.0
Br -1.350605 -6.318705 3.577464 0.0 0.0 0.0
C -0.950618 -4.926076 2.405853 0.0 0.0 0.0
C -1.077494 -5.169549 0.941784 0.0 0.0 0.0
Br -1.602641 -6.858106 0.374508 0.0 0.0 0.0
C -0.831226 -4.206820 0.024161 0.0 0.0 0.0
Br -0.994533 -4.443197 -1.820424 0.0 0.0 0.0
C -0.438603 -2.884880 0.465291 0.0 0.0 0.0
O -0.267524 -1.970922 -0.328334 0.0 0.0 0.0
C -0.224403 -2.635890 1.967521 0.0 0.0 0.0
O 0.214381 -1.572076 2.310685 0.0 0.0 0.0
C -0.553032 -3.735030 2.888332 0.0 0.0 0.0
Br -0.353546 -3.341522 4.696658 0.0 0.0 0.0
F -0.841616 3.643152 -0.919345 -0.1 0.0 0.0
B 0.310719 2.929481 -1.124852 0.0 0.0 0.0
F 0.476750 2.033143 0.101069 0.0 -0.1 0.0
F 1.440303 3.708839 -1.157854 0.1 0.0 0.0
F 0.223313 2.060502 -2.202489 0.0 0.0 0.0
C -6.798302 4.324014 -0.416836 0.0 0.0 0.0
C -6.260434 3.058334 0.241618 0.0 0.0 0.0
C -5.274733 2.294680 -0.640866 0.0 0.0 0.0
C -3.905823 2.952184 -0.764003 0.0 0.0 0.0
N -3.181626 2.953103 0.508232 0.0 0.0 0.0
C -2.447194 1.936429 0.978247 0.0 0.0 0.0
Se -2.313977 0.265573 0.131543 -0.1 0.0 0.0
N -1.857660 2.310164 2.123711 0.0 0.0 0.0
C -1.076726 1.456143 3.016930 0.0 0.0 0.0
C -1.926808 0.488042 3.830120 0.0 0.0 0.0
C -3.042412 1.126728 4.662822 0.0 0.0 0.0
C -4.337554 1.388186 3.895264 0.0 0.0 0.0
C -2.198567 3.630235 2.388797 0.0 0.0 0.0
C -1.854250 4.484610 3.430919 0.0 0.0 0.0
C -2.380204 5.759762 3.389556 0.0 0.0 0.0
C -3.223002 6.173210 2.347516 0.0 0.0 0.0
C -3.569328 5.322880 1.317709 0.0 0.0 0.0
C -3.040958 4.037706 1.361039 0.0 0.0 0.0
H -7.463468 4.867129 0.254095 0.0 0.0 0.0
H -7.361248 4.079324 -1.319140 0.0 0.0 0.0
H -6.000799 5.009667 -0.710901 0.0 0.0 0.0
H -7.097322 2.399867 0.481996 0.0 0.0 0.0
H -5.788357 3.300547 1.199491 0.0 0.0 0.0
H -5.685191 2.192822 -1.649367 0.0 0.0 0.0
H -5.132422 1.279403 -0.261448 0.0 0.0 0.0
H -3.975701 3.990949 -1.082663 0.0 0.0 0.0
H -3.278151 2.431160 -1.484845 0.0 0.0 0.0
H -0.524581 2.128019 3.672702 0.0 0.0 0.0
H -0.344155 0.916282 2.418913 0.0 0.0 0.0
H -1.230790 -0.044758 4.482353 0.0 0.0 0.0
H -2.356148 -0.260567 3.158044 0.0 0.0 0.0
H -2.682939 2.054334 5.119887 0.0 0.0 0.0
H -3.268642 0.455294 5.493564 0.0 0.0 0.0
H -4.232459 2.167818 3.139490 0.0 0.0 0.0
H -5.129718 1.706200 4.573247 0.0 0.0 0.0
H -4.676032 0.479076 3.392740 0.0 0.0 0.0
H -1.204884 4.174121 4.237214 0.0 0.0 0.0
H -2.136298 6.458243 4.178118 0.0 0.0 0.0
H -3.609306 7.183100 2.351960 0.0 0.0 0.0
H -4.220430 5.646224 0.518531 0.0 0.0 0.0
C 4.236512 2.416559 -0.490309 0.0 0.0 0.0
N 3.682189 1.737496 -1.654479 0.0 0.0 0.0
C 3.764958 2.214110 -2.940177 0.0 0.0 0.0
C 3.052948 1.374553 -3.722128 0.0 0.0 0.0
N 2.550995 0.391686 -2.903921 0.0 0.0 0.0
C 1.651190 -0.672362 -3.320870 0.0 0.0 0.0
C 2.931628 0.626791 -1.639580 0.0 0.0 0.0
Se 2.526263 -0.434551 -0.142281 0.1 0.0 0.0
H 5.200405 2.838677 -0.761941 0.0 0.0 0.0
H 4.364275 1.697953 0.312444 0.0 0.0 0.0
H 3.551484 3.203162 -0.180242 0.0 0.0 0.0
H 4.304285 3.112236 -3.178900 0.0 0.0 0.0
H 2.850816 1.395981 -4.777252 0.0 0.0 0.0
H 1.686154 -0.742414 -4.404322 0.0 0.0 0.0
H 0.637452 -0.435426 -3.000969 0.0 0.0 0.0
H 1.969742 -1.612571 -2.877761 0.0 0.0 0.0
```
Positions in Å, forces in eV/Å.

Values from the calculation:
Kohn-Sham gap = 5.34 eV
net charge = +1
lowest unoccupied orbital energy = -5.37 eV
maximum force = 0.10 eV Å⁻¹